The following is a quantum chemistry calculation of a structure of composition C27H44GdN3P3Se at a distorted geometry, from the Open Molecules 2025 dataset.

The expectation value of S² is 15.893. Its spin multiplicity is 8. The value obtained for the total energy is -147198.8125 eV. The total charge is +3.

Each line ends with the Löwdin charge.
Element x y z (Å)
Gd: 0.473 -0.781 -2.776  1.399
P: 1.371 -1.629 2.373  0.931
P: 0.562 2.132 0.685  0.795
P: 2.405 1.418 -2.440  0.705
H: -0.077 -3.514 -2.939  0.056
C: 0.389 -2.839 -3.656  -0.251
C: 1.749 -2.521 -3.453  -0.262
H: 2.390 -2.035 -4.197  0.067
C: 1.298 -3.277 3.070  -0.177
C: 2.478 -0.675 3.431  -0.182
C: 2.201 -1.735 0.767  -0.213
C: -0.624 3.350 -0.009  -0.286
C: -0.255 1.949 2.326  -0.288
C: 1.902 3.310 1.162  -0.281
C: 3.222 0.881 -4.011  -0.282
C: 3.805 1.332 -1.271  -0.257
C: 2.265 3.223 -2.755  -0.237
H: -0.101 -2.882 -4.635  0.091
H: 2.312 -3.093 -2.714  0.083
H: 1.828 -3.988 2.430  0.077
H: 0.261 -3.593 3.180  0.056
H: 1.774 -3.276 4.053  0.078
H: 2.030 -0.543 4.418  0.080
H: 2.702 0.303 2.994  0.057
H: 3.418 -1.225 3.546  0.087
H: 2.041 -2.727 0.322  0.061
H: 3.290 -1.590 0.883  0.081
H: 1.805 -0.961 0.087  -0.001
H: -0.750 4.203 0.675  0.075
H: -1.592 2.848 -0.163  -0.008
H: -0.248 3.704 -0.979  0.034
H: 0.227 2.602 3.062  0.058
H: -0.188 0.919 2.691  -0.011
H: -1.316 2.222 2.280  0.046
H: 1.536 3.907 2.012  0.056
H: 2.147 3.970 0.316  0.037
H: 2.782 2.719 1.462  0.030
H: 4.136 1.473 -4.166  0.071
H: 2.548 1.024 -4.869  0.051
H: 3.489 -0.184 -3.964  0.027
H: 4.762 1.437 -1.795  0.068
H: 3.793 0.359 -0.769  0.019
H: 3.742 2.102 -0.496  0.028
H: 3.038 3.562 -3.457  0.072
H: 2.340 3.808 -1.831  0.035
H: 1.288 3.436 -3.202  0.017
C: -2.430 0.646 -2.154  -0.444
C: -2.257 -0.433 -3.051  -0.157
C: -1.522 -0.273 -4.260  -0.191
C: -0.833 0.947 -4.491  -0.135
C: -1.106 2.044 -3.641  -0.045
C: -2.011 1.913 -2.575  -0.075
Se: -3.210 0.387 -0.340  1.198
H: 0.051 -1.091 2.223  0.040
H: -2.673 -1.409 -2.782  0.129
H: -1.441 -1.088 -4.986  0.124
H: -0.262 1.089 -5.411  0.135
H: -0.683 3.027 -3.857  0.123
H: -2.371 2.799 -2.056  0.117
N: -5.573 -0.058 6.865  0.212
C: -5.019 -0.390 5.890  -0.143
C: -4.338 -0.763 4.676  -0.198
C: -3.983 -2.094 4.414  0.022
C: -3.297 -2.419 3.236  0.016
C: -2.910 -1.403 2.346  -0.217
C: -3.246 -0.081 2.644  -0.077
C: -3.988 0.248 3.776  0.021
N: -2.084 -1.675 1.223  -0.040
C: -1.688 -2.892 0.712  -0.010
C: -1.033 -2.678 -0.473  -0.117
N: -0.859 -1.343 -0.723  -0.103
C: -1.633 -0.653 0.275  -0.571
H: -4.242 -2.879 5.129  0.143
H: -3.074 -3.467 3.023  0.117
H: -2.974 0.736 1.962  0.021
H: -4.296 1.278 3.955  0.143
H: -1.913 -3.845 1.178  0.142
H: -0.705 -3.453 -1.154  0.105
H: -1.044 0.150 0.747  0.023

=====

The following is a quantum chemistry calculation of a structure of composition C41H63As2CaN6O3PSSeSi3Te, from the Open Molecules 2025 dataset.

Its spin multiplicity is 1. The value obtained for the total energy is -315147.3142 eV. The total charge is -2.

Each line ends with the Löwdin charge.
Element x y z (Å)
Ca: -0.073 0.414 0.928  1.065
C: -1.657 -2.788 -3.559  -0.304
As: -0.380 -1.397 -3.002  1.168
C: -1.561 0.087 -3.518  -0.304
C: 0.755 -1.536 -4.615  -0.437
C: 0.342 -1.118 -5.876  -0.129
C: 1.176 -1.233 -6.981  -0.116
C: 2.437 -1.789 -6.827  -0.118
C: 2.857 -2.218 -5.573  -0.130
C: 2.036 -2.096 -4.452  -0.429
As: 2.702 -2.476 -2.613  1.079
C: 4.403 -3.344 -3.079  -0.351
C: 1.726 -4.144 -2.266  -0.357
H: -1.965 -2.618 -4.593  0.016
H: -2.505 -2.742 -2.881  0.012
H: -1.191 -3.769 -3.470  0.015
H: -2.142 -0.149 -4.411  0.011
H: -0.996 1.003 -3.676  -0.001
H: -2.233 0.222 -2.669  0.015
H: -0.645 -0.686 -6.001  0.085
H: 0.842 -0.891 -7.954  0.089
H: 3.099 -1.889 -7.680  0.089
H: 3.848 -2.647 -5.475  0.073
H: 4.270 -4.180 -3.768  0.017
H: 4.804 -3.705 -2.132  -0.017
H: 5.102 -2.621 -3.501  0.012
H: 1.771 -4.807 -3.131  0.023
H: 0.693 -3.921 -2.001  -0.033
H: 2.207 -4.597 -1.397  -0.013
S: -0.511 7.033 -4.855  0.948
N: -1.076 6.705 -3.371  -0.231
C: -0.604 5.518 -3.033  -0.300
C: -0.873 4.825 -1.788  -0.095
C: -1.679 5.367 -0.785  -0.004
C: -1.873 4.639 0.361  -0.025
C: -1.276 3.380 0.464  -0.102
N: -0.538 2.835 -0.492  0.127
C: -0.305 3.560 -1.594  -0.135
C: 0.586 2.975 -2.616  -0.155
N: 1.153 1.804 -2.322  0.135
C: 1.971 1.259 -3.200  -0.140
C: 2.243 1.816 -4.452  -0.026
C: 1.671 3.026 -4.764  -0.002
C: 0.838 3.638 -3.825  -0.097
C: 0.223 4.933 -4.037  -0.302
N: 0.360 5.689 -5.113  -0.231
H: -2.120 6.345 -0.928  0.112
H: -2.471 5.010 1.183  0.106
H: -1.379 2.803 1.382  0.063
H: 2.437 0.330 -2.895  0.053
H: 2.890 1.294 -5.145  0.107
H: 1.856 3.519 -5.710  0.112
C: 3.341 0.712 -0.180  -0.214
Si: 3.218 1.692 1.415  0.337
C: 4.569 0.971 2.532  -0.174
C: 3.707 3.479 0.970  -0.188
N: 1.622 1.601 2.018  -0.214
C: 1.279 2.022 3.285  -0.364
C: 2.154 2.703 4.149  -0.094
C: 1.839 3.036 5.465  -0.154
C: 0.599 2.697 5.970  -0.154
C: -0.319 2.075 5.122  -0.101
C: -0.055 1.772 3.782  -0.349
N: -1.028 1.251 2.921  -0.237
Si: -2.672 1.429 3.335  0.347
C: -3.754 1.353 1.785  -0.174
C: -3.362 0.145 4.557  -0.177
C: -3.078 3.148 4.060  -0.189
H: 3.626 -0.321 0.029  -0.065
H: 4.108 1.139 -0.836  0.033
H: 2.408 0.701 -0.747  -0.027
H: 5.552 1.391 2.297  0.018
H: 4.612 -0.108 2.360  -0.005
H: 4.372 1.134 3.593  0.011
H: 4.738 3.528 0.607  0.011
H: 3.607 4.162 1.817  0.007
H: 3.049 3.841 0.174  0.006
H: 3.136 2.972 3.779  0.065
H: 2.574 3.542 6.082  0.077
H: 0.330 2.911 6.999  0.074
H: -1.290 1.816 5.528  0.067
H: -4.746 0.970 2.045  0.020
H: -3.359 0.728 0.986  -0.003
H: -3.900 2.359 1.379  0.013
H: -2.570 -0.236 5.203  0.010
H: -3.783 -0.712 4.024  0.001
H: -4.147 0.572 5.190  0.017
H: -2.356 3.885 3.698  0.021
H: -3.048 3.184 5.150  0.013
H: -4.079 3.452 3.738  0.013
C: -3.254 -5.182 -0.842  -0.085
C: -2.081 -4.535 -0.125  -0.353
O: -1.914 -3.197 -0.548  -0.403
P: -2.325 -2.002 0.546  0.668
O: -1.718 -0.764 -0.125  -0.660
Te: 1.429 -2.442 1.011  0.420
O: -3.962 -1.866 0.137  -0.333
C: -4.894 -2.208 1.141  -0.377
C: -6.258 -1.698 0.722  -0.093
H: -3.412 -6.205 -0.488  0.066
H: -3.073 -5.212 -1.918  0.063
H: -4.163 -4.604 -0.671  0.059
H: -1.151 -5.071 -0.336  0.103
H: -2.229 -4.576 0.963  0.092
H: -4.602 -1.770 2.102  0.079
H: -4.932 -3.297 1.287  0.099
H: -6.242 -0.612 0.633  0.063
H: -7.019 -1.982 1.454  0.067
H: -6.533 -2.115 -0.248  0.068
C: -0.407 -2.153 4.131  -0.236
Si: 1.280 -2.661 3.487  0.143
C: 2.564 -1.530 4.250  -0.229
C: 1.618 -4.463 3.917  -0.252
Se: 3.879 -3.047 0.899  -0.308
H: -0.331 -2.049 5.218  0.030
H: -1.185 -2.880 3.894  0.018
H: -0.717 -1.187 3.726  -0.011
H: 2.543 -1.626 5.341  0.028
H: 2.335 -0.492 3.992  0.015
H: 3.562 -1.767 3.882  0.001
H: 1.721 -4.587 4.999  0.018
H: 2.540 -4.787 3.431  -0.001
H: 0.795 -5.090 3.568  0.016

=====

The following is a quantum chemistry calculation of a structure of composition C29H27BrN5O3PPtS2Se at a distorted geometry, from the Open Molecules 2025 dataset.

Its spin multiplicity is 1. The value obtained for the total energy is -213684.5133 eV. The total charge is +2.

Each line ends with the Löwdin charge.
Element x y z (Å)
Pt: -0.194 0.141 -0.276  0.808
N: -0.557 1.967 2.621  0.036
N: -1.281 1.136 3.457  -0.046
C: -1.709 -0.047 3.048  -0.725
N: -2.304 -0.839 3.939  0.123
S: -1.623 -0.706 1.458  0.695
H: 0.422 1.965 2.893  0.091
H: -0.935 2.906 2.674  0.108
H: -1.371 1.366 4.441  0.174
H: -2.427 -0.570 4.902  0.134
H: -2.691 -1.721 3.649  0.110
O: 1.532 1.357 0.372  -0.494
S: 2.285 0.277 1.088  0.506
O: 2.498 0.474 2.483  -0.225
O: 1.594 -0.979 0.689  -0.448
C: 3.717 0.203 0.087  -0.272
C: 5.016 0.271 0.534  -0.003
C: 6.046 0.203 -0.406  -0.020
C: 5.747 0.075 -1.749  -0.023
C: 4.422 0.022 -2.181  -0.048
C: 3.389 0.103 -1.256  -0.309
P: 1.682 0.008 -1.929  1.101
C: 1.687 -1.628 -2.720  -0.336
C: 1.914 -2.725 -1.883  -0.096
C: 2.051 -3.995 -2.415  -0.049
C: 1.953 -4.188 -3.786  -0.043
C: 1.749 -3.103 -4.622  -0.047
C: 1.628 -1.826 -4.096  -0.069
C: 1.558 1.325 -3.158  -0.334
C: 2.394 2.435 -3.045  -0.067
C: 2.370 3.428 -4.012  -0.042
C: 1.510 3.325 -5.093  -0.060
C: 0.638 2.249 -5.186  -0.066
C: 0.651 1.262 -4.218  -0.108
H: 5.219 0.360 1.590  0.131
H: 7.076 0.246 -0.082  0.125
H: 6.545 0.016 -2.476  0.124
H: 4.214 -0.078 -3.238  0.126
H: 2.017 -2.581 -0.817  0.095
H: 2.244 -4.833 -1.761  0.120
H: 2.061 -5.179 -4.203  0.120
H: 1.709 -3.245 -5.693  0.120
H: 1.519 -0.992 -4.775  0.099
H: 3.088 2.515 -2.221  0.116
H: 3.042 4.269 -3.929  0.122
H: 1.512 4.086 -5.861  0.126
H: -0.045 2.178 -6.020  0.124
H: -0.017 0.419 -4.323  0.089
Se: -1.429 2.233 -0.586  0.832
C: -1.701 2.773 -2.399  -0.612
C: -2.779 2.341 -3.169  -0.113
C: -2.964 2.931 -4.410  -0.117
N: -2.190 3.891 -4.891  0.099
C: -1.199 4.325 -4.137  -0.146
C: -0.901 3.807 -2.882  -0.110
H: -3.492 1.615 -2.804  0.108
H: -3.793 2.626 -5.037  0.119
H: -0.601 5.134 -4.542  0.123
H: -0.077 4.205 -2.310  0.107
Br: -2.665 -4.455 -4.451  0.881
C: -2.075 -3.158 -3.243  -0.657
C: -2.125 -1.805 -3.574  -0.057
C: -1.653 -0.882 -2.672  -0.121
N: -1.141 -1.241 -1.482  -0.157
C: -1.103 -2.538 -1.154  -0.140
C: -1.567 -3.522 -1.999  -0.057
H: -2.521 -1.472 -4.521  0.125
H: -1.656 0.179 -2.894  0.070
H: -0.677 -2.782 -0.190  0.106
H: -1.512 -4.555 -1.693  0.126

=====

The following is a quantum chemistry calculation of a cluster of 2 separate species, C33H49BN in total at a distorted geometry, from the Open Molecules 2025 dataset.

Its spin multiplicity is 1. The value obtained for the total energy is -37175.2330 eV. The total charge is +1.

Each line ends with the Löwdin charge.
Element x y z (Å)
C: -4.772 5.865 -1.816  -0.044
C: -6.072 6.018 -2.547  -0.258
C: -7.267 6.243 -1.864  0.012
C: -8.506 6.168 -2.515  -0.209
C: -9.747 6.328 -1.694  -0.026
C: -8.552 5.928 -3.905  -0.144
C: -9.865 5.784 -4.671  -0.290
C: -10.508 7.145 -4.994  -0.034
C: -10.929 4.834 -4.011  -0.133
C: -10.341 3.627 -3.405  0.123
C: -10.922 2.345 -3.492  -0.104
C: -10.097 1.243 -3.918  -0.162
C: -8.750 1.548 -4.511  -0.018
C: -10.630 -0.043 -3.958  0.023
C: -11.967 -0.287 -3.607  -0.210
C: -12.465 -1.693 -3.508  -0.022
C: -12.812 0.804 -3.376  0.022
C: -12.332 2.107 -3.298  -0.154
C: -13.303 3.223 -3.071  -0.024
C: -7.336 5.901 -4.614  -0.215
C: -7.288 5.817 -6.112  -0.041
C: -6.123 5.927 -3.932  -0.004
H: -3.957 5.684 -2.524  0.078
H: -4.530 6.761 -1.232  0.087
H: -4.811 5.010 -1.129  0.084
H: -7.238 6.468 -0.793  0.094
H: -10.466 7.012 -2.178  0.080
H: -10.234 5.347 -1.518  0.083
H: -9.493 6.746 -0.702  0.095
H: -9.624 5.321 -5.645  0.125
H: -9.780 7.816 -5.466  0.091
H: -11.346 7.025 -5.692  0.089
H: -10.883 7.630 -4.084  0.077
H: -11.502 5.364 -3.224  0.127
H: -11.673 4.605 -4.808  0.141
H: -9.296 3.704 -3.093  0.131
H: -8.142 0.645 -4.655  0.095
H: -8.872 2.029 -5.498  0.108
H: -8.172 2.246 -3.891  0.089
H: -10.001 -0.883 -4.265  0.138
H: -13.507 -1.718 -3.169  0.089
H: -12.399 -2.170 -4.495  0.103
H: -11.872 -2.299 -2.809  0.104
H: -13.886 0.629 -3.223  0.134
H: -14.294 2.794 -2.883  0.092
H: -13.037 3.850 -2.212  0.102
H: -13.394 3.875 -3.951  0.091
H: -6.244 5.869 -6.441  0.083
H: -7.699 4.862 -6.471  0.082
H: -7.830 6.648 -6.585  0.090
H: -5.196 5.869 -4.506  0.121
C: -6.810 2.477 4.495  -0.059
C: -6.465 3.685 3.646  -0.195
N: -7.300 4.914 3.937  -0.154
C: -7.218 5.187 5.408  -0.227
C: -5.945 5.315 5.948  -0.044
C: -5.781 5.661 7.290  -0.056
C: -6.917 5.809 8.100  -0.079
C: -8.190 5.596 7.575  -0.052
C: -8.345 5.311 6.205  -0.004
C: -6.648 6.089 3.207  -0.360
C: -7.243 7.429 3.623  -0.033
C: -6.748 5.900 1.708  -0.095
B: -8.810 4.701 3.372  -0.348
H: -8.754 4.459 2.136  0.042
H: -6.251 1.613 4.107  0.086
H: -6.489 2.607 5.537  0.083
H: -7.873 2.224 4.473  0.073
H: -5.425 3.973 3.839  0.113
H: -6.577 3.481 2.575  0.109
H: -5.056 5.163 5.330  0.115
H: -4.768 5.807 7.669  0.109
H: -6.780 6.098 9.140  0.105
H: -9.070 5.659 8.220  0.111
H: -9.339 5.198 5.794  0.098
H: -5.594 6.044 3.501  0.132
H: -6.778 8.220 3.012  0.093
H: -8.326 7.466 3.450  0.078
H: -7.028 7.661 4.670  0.085
H: -6.116 6.653 1.218  0.085
H: -6.413 4.915 1.366  0.076
H: -7.776 6.053 1.348  0.059
H: -9.366 3.777 3.934  0.029
H: -9.478 5.709 3.550  0.035

=====

The following is a quantum chemistry calculation of a structure of composition C4H7NO, from the Open Molecules 2025 dataset.

Its spin multiplicity is 1. The value obtained for the total energy is -7793.6858 eV.

Each line ends with the Löwdin charge.
Element x y z (Å)
O: -1.052 0.108 -2.188  -0.072
C: 0.803 0.543 -0.628  0.019
C: -0.056 1.253 0.417  -0.154
C: 0.255 0.017 1.211  -0.226
N: -0.523 -1.066 0.671  0.068
C: 0.732 -0.763 -0.055  -0.260
H: -1.211 -0.490 -1.441  0.020
H: -0.102 0.358 -2.153  -0.003
H: -1.118 1.461 0.263  0.120
H: 0.489 2.154 0.703  0.103
H: 0.729 -0.065 2.185  0.146
H: -0.351 -1.913 1.213  0.110
H: 1.490 -1.532 -0.165  0.129